# C5H6ClF

2 unconnected molecules or ions with the total composition C5H6ClF (ωB97M-V with the def2-TZVPD basis set, the Open Molecules 2025 dataset).

## Properties
Kohn-Sham gap (alpha / beta), eV: 7.583 / 7.582
Lowest unoccupied orbital energy (alpha / beta), eV: -0.7 / -0.7
ΔE to the lowest compared entry with this formula, charge and spin, eV: 4.717
Strongest force on any atom, hartree/bohr: 0.0581
Total energy, eV: -20516.5188
E_HOMO (alpha / beta), eV: -8.2679 / -8.2668

```
13
C5H6ClF ωB97M-V with the def2-TZVPD basis set
C 2.44 0.02 -0.67
C 1.37 -0.42 -0.08
C -0.82 0.20 1.00
C -2.58 -0.79 -0.29
C 0.34 0.52 0.40
F 0.63 1.78 0.25
Cl -3.66 0.43 -0.07
H 3.03 -0.84 -1.03
H 2.74 1.07 -0.83
H 0.98 -1.43 -0.26
H -1.54 0.93 1.37
H -0.78 -0.82 1.46
H -2.16 -0.64 -1.25
```

***

# C5H6ClN

C5H6ClN in the gas phase (ωB97M-V with the def2-TZVPD basis set, the Open Molecules 2025 dataset).

## Properties
Kohn-Sham gap, eV: 9.838
Lowest unoccupied orbital energy, eV: 1.0
ΔE to the lowest compared entry with this formula, charge and spin, eV: 1.526
Strongest force on any atom, hartree/bohr: 0.0331
Total energy, eV: -19293.0929
E_HOMO, eV: -8.8205

```
13
C5H6ClN ωB97M-V with the def2-TZVPD basis set
Cl -2.30 0.01 0.15
C -0.60 0.09 -0.11
C 0.16 1.18 -0.18
C 1.58 0.77 -0.34
C 2.13 -0.01 0.79
N 1.61 -0.70 -0.39
C 0.24 -1.17 -0.26
H -0.22 2.17 -0.11
H 2.25 1.31 -1.04
H 3.20 -0.12 0.93
H 1.54 -0.06 1.71
H -0.08 -1.73 -1.19
H 0.12 -1.88 0.59
```

***

# C5H6ClN4O

A gas-phase ion, C5H6ClN4O (charge +1) (ωB97M-V with the def2-TZVPD basis set, the Open Molecules 2025 dataset).

## Properties
Kohn-Sham gap (alpha / beta), eV: 8.142 / 8.142
Lowest unoccupied orbital energy (alpha / beta), eV: -4.7 / -4.7
Strongest force on any atom, hartree/bohr: 0.1008
Total energy, eV: -25800.7325
Charge: +1
E_HOMO (alpha / beta), eV: -12.8856 / -12.8854

```
17
C5H6ClN4O ωB97M-V with the def2-TZVPD basis set
C 0.11 2.56 -1.51
O -0.65 1.52 -2.11
N -1.28 0.67 -1.49
N -1.68 0.67 -0.35
C -1.69 -0.03 0.66
C -0.45 -0.80 0.78
C 0.01 -1.70 1.76
N 1.19 -2.19 1.37
C 1.43 -1.49 0.12
Cl 2.98 -1.61 -0.61
N 0.45 -0.72 -0.21
H -0.54 3.15 -0.98
H 0.52 3.04 -2.30
H 0.75 2.06 -0.92
H -2.34 -0.05 1.43
H -0.49 -1.98 2.76
H 1.68 -3.10 1.60
```

***

# C5H6ClNO

C5H6ClNO in the gas phase (ωB97M-V with the def2-TZVPD basis set, the Open Molecules 2025 dataset).

## Properties
Kohn-Sham gap, eV: 9.559
Lowest unoccupied orbital energy, eV: 0.2
ΔE to the lowest compared entry with this formula, charge and spin, eV: 0.783
Strongest force on any atom, hartree/bohr: 0.0596
Total energy, eV: -21341.6989
E_HOMO, eV: -9.3539

```
14
C5H6ClNO ωB97M-V with the def2-TZVPD basis set
N 1.75 1.02 0.45
C 1.95 -0.28 -0.03
O 2.97 -0.66 -0.49
C 0.77 -1.19 0.18
C -0.53 -0.93 0.01
C -1.13 0.34 -0.41
C -2.39 0.65 -0.39
Cl -3.65 -0.43 0.10
H 2.54 1.61 0.41
H 1.03 1.21 1.10
H 1.10 -2.22 0.40
H -1.20 -1.79 0.11
H -0.41 1.09 -0.73
H -2.79 1.59 -0.71
```

***

# C5H6ClNO3

C5H6ClNO3 in the gas phase (ωB97M-V with the def2-TZVPD basis set, the Open Molecules 2025 dataset).

## Properties
Kohn-Sham gap, eV: 8.446
Lowest unoccupied orbital energy, eV: 0.4
ΔE to the lowest compared entry with this formula, charge and spin, eV: 2.155
Strongest force on any atom, hartree/bohr: 0.0823
Total energy, eV: -25433.6667
E_HOMO, eV: -8.0683

```
16
C5H6ClNO3 ωB97M-V with the def2-TZVPD basis set
O 0.37 -2.28 -1.79
C 0.27 -0.95 -1.42
C 0.51 0.31 -1.89
C 0.09 1.22 -0.94
C -0.55 0.50 0.05
O -1.15 0.99 1.18
C -0.44 1.11 2.39
Cl 1.00 2.23 2.15
N -0.43 -0.80 -0.24
O -0.79 -1.83 0.57
H 1.23 -2.53 -2.01
H 1.01 0.45 -2.90
H 0.24 2.27 -1.11
H -0.99 1.63 3.25
H -0.13 0.14 2.64
H -0.22 -2.45 0.08
```

***

# C5H6CuLiO4

A molecular structure, C5H6CuLiO4 (ωB97M-V with the def2-TZVPD basis set, the Open Molecules 2025 dataset).

## Properties
Kohn-Sham gap (alpha / beta), eV: 8.440 / 7.086
Lowest unoccupied orbital energy (alpha / beta), eV: -4.4 / -6.0
ΔE to the lowest compared entry with this formula, charge and spin, eV: 4.170
Strongest force on any atom, hartree/bohr: 0.0504
Total energy, eV: -58304.3988
Charge: +1
2S+1: 2
E_HOMO (alpha / beta), eV: -12.8622 / -13.0503

```
17
C5H6CuLiO4 ωB97M-V with the def2-TZVPD basis set
O -4.34 0.40 3.62
C -4.67 0.27 2.41
O -5.55 -0.52 2.02
O -4.07 1.11 1.55
C -4.14 0.83 0.15
Li -5.67 -1.01 3.93
H -3.99 1.80 -0.35
H -5.18 0.59 -0.09
C -3.50 -0.81 -0.81
C -2.60 -0.02 -0.10
H -4.06 -1.59 -0.29
H -3.41 -0.79 -1.90
Cu -0.76 1.83 1.29
O -1.18 1.92 -0.45
C -1.42 0.60 -0.69
H -1.27 0.34 -1.75
H -1.12 -0.26 0.29
```

***

# C5H6F2

2 unconnected molecules or ions with the total composition C5H6F2 (ωB97M-V with the def2-TZVPD basis set, the Open Molecules 2025 dataset).

## Properties
Kohn-Sham gap (alpha / beta), eV: 7.677 / 7.628
Lowest unoccupied orbital energy (alpha / beta), eV: -0.8 / -0.7
ΔE to the lowest compared entry with this formula, charge and spin, eV: 5.922
Strongest force on any atom, hartree/bohr: 0.0850
Total energy, eV: -10709.9699
E_HOMO (alpha / beta), eV: -8.4998 / -8.3537

```
13
C5H6F2 ωB97M-V with the def2-TZVPD basis set
C -0.43 0.56 -0.85
C -2.08 -0.20 0.32
C 0.49 1.38 -0.15
C 0.91 -0.02 -0.61
C 0.90 -1.13 0.43
F -2.67 -1.06 -0.42
F -3.01 0.73 0.60
H 1.05 2.29 -0.67
H 0.35 1.48 0.86
H 1.69 0.12 -1.45
H 0.46 -0.89 1.41
H 1.87 -1.34 0.60
H 0.45 -1.91 -0.07
```

***

# C5H6F5HfIN2O3S2

A molecular structure, C5H6F5HfIN2O3S2 (ωB97M-V with the def2-TZVPD basis set, the Open Molecules 2025 dataset).

## Properties
Kohn-Sham gap, eV: 8.762
Lowest unoccupied orbital energy, eV: -0.9
ΔE to the lowest compared entry with this formula, charge and spin, eV: 0.000
Strongest force on any atom, hartree/bohr: 0.0121
Total energy, eV: -59073.7107
E_HOMO, eV: -9.6263

```
25
C5H6F5HfIN2O3S2 ωB97M-V with the def2-TZVPD basis set
Hf -0.61 0.01 0.39
N -2.80 0.96 -0.23
N -2.53 1.56 -1.47
C -1.24 2.11 -1.63
O -1.00 2.83 -2.55
O -0.38 1.68 -0.70
H -3.45 0.19 -0.37
H -3.23 1.63 0.42
H -3.25 2.11 -1.90
F 1.65 -1.88 0.51
C 1.64 -0.54 0.16
F 2.64 0.05 0.88
C 2.02 -0.46 -1.33
F 2.85 -1.39 -1.77
F 0.84 -0.59 -2.02
F 2.52 0.74 -1.63
I -1.73 -2.33 -0.71
C -3.13 -1.35 2.52
O -1.98 -0.53 2.22
C -1.36 0.16 3.26
S -1.90 0.15 4.78
S 0.01 0.98 2.61
H -3.44 -1.77 1.57
H -3.91 -0.74 2.97
H -2.84 -2.14 3.21
```